C2H4S3 | wB97M-V/def2-TZVPD

Output
ΔE to the lowest compared entry with this formula, charge and spin = 55.56 kcal per mole
total energy = -34641.81684 eV
LUMO = 0.007 Ha
2S+1 = 1
Kohn-Sham gap = 7.737 eV

Each atom is followed by the atoms it is bonded to, with distances in Å.
CARTESIAN COORDINATES (ANGSTROEM)
1 C 0.962 -0.180 -0.458  S3 1.751, S4 1.734, H6 1.074
2 C -1.010 0.243 0.438  S3 1.728, S5 1.737, H7 1.074
3 S 0.159 1.352 -0.186  C1 1.751, C2 1.728
4 S 0.930 -1.050 -1.958  C1 1.734, H8 1.341
5 S -1.203 -0.188 2.110  C2 1.737, H9 1.336
6 H 1.296 -0.732 0.401  C1 1.074
7 H -1.627 -0.320 -0.238  C2 1.074
8 H 1.056 0.021 -2.755  S4 1.341
9 H -0.562 0.854 2.646  S5 1.336